Entry from OMol25: one molecule with the formula C4H10N2O in a non-equilibrium geometry (ωB97M-V with the def2-TZVPD basis set).

As for the relative energy (zero: lowest compared OMol25 entry of this formula, charge and spin): 1.019 eV. As for the largest force on an atom: 2.3 eV/Å. The SMILES is CCNCC(N)=O. As for the total energy: -343.16401 hartree. Its LUMO energy is 0.919 eV.

Last column: Mulliken charge in e.
Geometry (Å):
C1 -1.25130 -1.68706 -1.40489  -1.2105
C2 -1.09630 -0.57041 -0.36852  -0.3109
N1 0.31129 -0.52736 0.06193  -0.3922
C3 0.49221 0.23065 1.30074  -0.4320
C4 1.00645 1.65872 1.13324  0.3850
N2 1.81702 1.76026 0.00260  -0.4434
O1 0.84590 2.58631 1.87409  -0.5932
H1 -0.36903 -1.74433 -2.04032  0.3521
H2 -1.53781 -2.66268 -1.02309  0.3121
H3 -2.01038 -1.36105 -2.12392  0.3548
H4 -1.39513 0.37279 -0.83714  0.2783
H5 -1.85879 -0.56178 0.42314  0.3179
H6 0.60712 -1.47178 0.23817  0.2199
H7 -0.42181 0.21497 1.90001  0.2879
H8 1.30351 -0.20607 1.89686  0.3503
H9 1.55181 1.22847 -0.80403  0.2583
H10 2.00524 2.74036 -0.22888  0.2655